(1)
The following is a DFT calculation (the ωB97M-V functional and the def2-TZVPD basis) of C19H46N2O13P as an isolated structure at a distorted geometry.

Each line ends with the Löwdin charge.
Geometry (Å):
N 23.08 -50.51 18.24  0.391
H 22.36 -50.42 17.66  0.087
H 22.91 -51.22 18.94  0.137
H 22.91 -49.68 18.73  0.096
H 23.91 -50.36 18.07  -0.038
N 24.36 -47.69 20.44  0.082
H 24.82 -47.80 19.67  -0.101
H 24.91 -48.20 21.11  0.052
H 23.56 -48.06 20.27  -0.033
H 24.25 -46.83 20.83  0.107
P 25.25 -49.87 20.44  -0.098
O 26.21 -49.43 21.49  -0.323
O 23.74 -49.29 20.89  -0.443
O 25.05 -51.25 19.97  -0.350
O 25.43 -48.95 19.32  -0.328
O 23.90 -51.59 15.41  0.134
C 24.47 -51.68 14.43  -0.593
O 24.91 -50.69 13.61  -0.041
C 24.51 -49.31 13.97  -0.143
C 25.12 -48.47 12.74  -0.046
C 24.76 -53.15 13.83  -0.002
H 25.09 -49.08 14.97  0.123
H 23.53 -49.16 14.10  0.062
H 25.04 -47.49 12.91  -0.009
H 24.62 -48.45 11.67  0.123
H 26.20 -48.58 12.84  0.078
H 25.99 -53.18 13.54  0.150
H 24.15 -53.23 12.94  0.027
H 24.22 -54.10 14.39  0.121
O 24.37 -53.47 25.05  -0.002
C 24.05 -52.99 23.93  -0.455
O 22.85 -53.18 23.38  -0.015
C 22.49 -52.36 22.23  -0.184
C 20.95 -52.22 22.33  -0.017
C 25.14 -52.16 23.21  0.035
H 23.02 -52.80 21.45  0.102
H 22.90 -51.47 22.39  0.030
H 20.84 -51.45 23.16  0.114
H 20.51 -53.05 22.47  -0.025
H 20.66 -51.77 21.32  0.100
H 25.99 -52.35 23.74  0.060
H 24.74 -51.05 23.16  0.143
H 25.30 -52.21 22.29  -0.043
O 27.91 -53.91 16.21  0.117
C 27.39 -53.04 16.79  -0.573
O 27.68 -51.72 16.59  -0.063
C 27.29 -50.56 17.33  -0.220
C 27.75 -49.41 16.42  -0.050
C 26.25 -53.27 17.75  -0.021
H 27.51 -50.69 18.37  0.109
H 26.07 -50.64 17.36  0.135
H 27.36 -49.74 15.45  0.065
H 28.81 -49.04 16.41  0.096
H 27.02 -48.72 16.82  0.039
H 26.17 -54.25 18.25  0.072
H 25.25 -53.31 17.27  0.077
H 26.24 -52.68 18.81  0.114
O 24.96 -44.50 19.56  0.109
C 24.37 -44.26 18.53  -0.587
O 24.07 -45.06 17.53  0.010
C 24.26 -46.52 17.76  -0.161
C 23.62 -47.26 16.61  -0.050
C 23.88 -42.85 18.29  -0.004
H 23.94 -46.81 18.66  0.037
H 25.41 -46.92 17.74  0.175
H 23.63 -46.72 15.69  0.074
H 22.70 -47.54 16.85  0.017
H 24.39 -48.20 16.61  0.113
H 24.31 -42.41 17.22  0.143
H 24.05 -42.23 19.11  0.045
H 22.77 -42.86 18.19  0.084
C 20.86 -54.61 16.22  -0.064
C 20.55 -54.26 17.64  -0.299
O 20.75 -52.90 18.14  -0.133
C 19.98 -55.24 18.62  -0.043
H 21.93 -54.98 16.25  0.112
H 20.76 -53.80 15.51  0.060
H 20.03 -55.25 15.63  0.132
H 18.97 -55.14 18.99  0.085
H 20.66 -55.34 19.49  0.102
H 19.94 -56.16 18.00  0.076

The spin multiplicity is 1. The charge is -1. The total energy comes out at -59321.5879 eV. The value obtained for the highest occupied orbital energy is -2.7134 eV.


(2)
The following is a DFT calculation (the ωB97M-V functional and the def2-TZVPD basis) of a 4-piece molecular cluster, C19H47BBrN2O7 overall at a distorted geometry.

Each line ends with the Löwdin charge.
Geometry (Å):
C 7.11 -8.83 1.82  -0.158
N 7.40 -7.37 1.58  -0.230
C 7.84 -7.08 0.16  -0.129
C 6.22 -6.48 2.01  -0.256
O 6.58 -5.24 2.45  -0.082
C 4.68 -7.03 1.97  -0.163
B 3.54 -5.95 2.45  -1.047
Br 3.53 -4.22 1.45  0.603
C 2.06 -6.68 2.16  -0.286
C 1.76 -6.94 0.56  -0.251
C 1.72 -8.59 0.34  -0.304
N 0.35 -9.08 0.74  -0.081
H 6.32 -9.24 1.05  0.089
H 8.11 -9.46 1.73  0.091
H 6.76 -8.97 2.94  0.099
H 8.57 -6.15 0.15  0.099
H 6.97 -7.02 -0.62  0.094
H 8.51 -8.00 -0.17  0.088
H 4.63 -7.93 2.75  0.116
H 4.47 -7.52 0.92  0.101
H 3.60 -5.84 3.63  0.038
H 1.90 -7.67 2.77  0.086
H 1.23 -5.90 2.53  0.087
H 2.68 -6.57 -0.10  0.082
H 0.82 -6.39 0.14  0.100
H 2.51 -9.03 1.09  0.104
H 2.07 -8.90 -0.74  0.096
H -0.25 -8.20 0.75  0.060
H 0.35 -9.38 1.75  0.061
C 0.35 1.61 0.11  -0.112
O -0.07 0.82 1.22  -0.203
C -0.31 -0.54 0.86  -0.198
C 0.86 -1.45 1.29  -0.207
O 2.04 -1.16 0.53  -0.225
C 2.97 -0.38 1.27  -0.124
H 0.71 2.57 0.49  0.086
H 1.15 1.13 -0.45  0.084
H -0.51 1.79 -0.55  0.074
H -0.51 -0.64 -0.21  0.123
H -1.21 -0.86 1.40  0.117
H 0.59 -2.49 1.07  0.114
H 1.05 -1.36 2.36  0.128
H 3.45 -1.01 2.04  0.071
H 2.50 0.48 1.75  0.077
H 3.74 -0.02 0.59  0.087
C -2.32 4.74 -1.48  -0.100
O -2.72 3.39 -1.32  -0.204
C -3.73 3.24 -0.31  -0.187
C -5.12 3.06 -0.94  -0.189
O -5.55 4.25 -1.61  -0.205
C -5.40 4.16 -3.02  -0.111
H -1.71 4.81 -2.39  0.091
H -3.18 5.41 -1.59  0.068
H -1.71 5.06 -0.63  0.091
H -3.72 4.10 0.38  0.127
H -3.49 2.35 0.26  0.125
H -5.84 2.87 -0.14  0.122
H -5.13 2.20 -1.62  0.126
H -6.17 3.49 -3.43  0.087
H -4.41 3.80 -3.30  0.087
H -5.54 5.16 -3.45  0.075
C -5.13 7.79 -1.58  -0.102
O -3.90 8.44 -1.27  -0.197
C -3.39 9.20 -2.37  -0.194
C -3.66 10.70 -2.19  -0.195
O -5.06 10.98 -2.26  -0.198
C -5.64 11.19 -0.97  -0.112
H -5.56 7.41 -0.65  0.097
H -5.85 8.47 -2.04  0.086
H -4.94 6.95 -2.25  0.059
H -3.81 8.84 -3.32  0.126
H -2.31 9.04 -2.40  0.122
H -3.18 11.24 -3.00  0.121
H -3.24 11.06 -1.24  0.125
H -5.32 12.16 -0.58  0.085
H -5.36 10.40 -0.27  0.083
H -6.73 11.20 -1.08  0.088

The spin multiplicity is 1. The charge is -1. The total energy comes out at -108491.6770 eV. The value obtained for the highest occupied orbital energy is -4.9151 eV.


(3)
The following is a DFT calculation (the ωB97M-V functional and the def2-TZVPD basis) of a 3-piece molecular cluster, C19H48BrN8O7P4S overall at a distorted geometry.

Each line ends with the Löwdin charge.
Geometry (Å):
O -5.90 -8.70 1.61  0.142
C -6.08 -8.20 2.69  -0.500
O -7.32 -8.22 3.26  0.107
C -4.96 -7.55 3.50  -0.093
C -3.90 -6.92 2.57  -0.158
C -2.91 -6.01 3.29  -0.102
N -3.47 -4.70 3.64  -0.017
C -4.03 -4.36 4.78  -0.133
N -4.39 -3.09 4.77  -0.222
P -5.15 -2.15 6.10  0.600
O -6.74 -2.30 5.79  -0.312
Br -4.68 -3.33 7.95  0.330
C -4.06 -2.57 3.52  -0.627
S -4.38 -0.92 2.97  0.817
C -3.46 -3.57 2.82  -0.283
P -2.78 -3.34 1.10  0.898
O -4.02 -2.71 0.21  -0.265
O -2.52 -4.82 0.44  -0.266
H -7.18 -8.25 4.22  0.112
H -4.45 -8.33 4.07  0.141
H -5.40 -6.79 4.17  0.106
H -3.34 -7.76 2.15  0.139
H -4.40 -6.43 1.73  0.110
H -2.03 -5.82 2.67  0.125
H -2.54 -6.45 4.22  0.144
H -4.19 -5.01 5.63  0.124
H -6.98 -3.24 5.72  0.066
H -3.26 -0.16 3.15  -0.103
H -4.81 -3.24 0.41  0.064
H -3.36 -5.29 0.28  0.052
O -0.78 0.29 2.48  -0.346
P -0.33 1.40 1.51  0.749
N 0.78 0.36 0.70  -0.305
C 2.11 0.64 0.21  -0.115
C 0.15 -0.70 -0.06  -0.150
N 0.42 2.37 2.75  -0.342
C 1.83 2.23 3.08  -0.137
C -0.34 2.43 4.00  -0.157
N -0.13 2.67 0.38  -0.306
C -0.74 2.47 -0.93  -0.125
C 0.70 3.85 0.44  -0.094
H 2.12 1.24 -0.72  0.079
H 2.63 -0.29 -0.02  0.084
H 2.74 1.14 0.94  0.054
H -0.26 -0.34 -1.02  0.069
H -0.68 -1.13 0.50  0.022
H 0.84 -1.52 -0.27  0.081
H 2.10 1.19 3.31  0.091
H 2.08 2.85 3.94  0.084
H 2.47 2.60 2.28  0.057
H -0.18 1.54 4.61  0.075
H -1.40 2.53 3.80  0.067
H -0.03 3.30 4.58  0.081
H -0.01 2.08 -1.66  0.073
H -1.14 3.40 -1.33  0.086
H -1.58 1.77 -0.88  0.075
H 1.75 3.62 0.25  0.081
H 0.62 4.36 1.40  0.082
H 0.40 4.59 -0.30  0.086
O 2.72 4.42 -2.88  -0.316
P 3.43 4.13 -4.20  0.737
N 2.84 2.51 -4.33  -0.306
C 3.52 1.32 -4.78  -0.126
C 1.41 2.40 -4.59  -0.147
N 5.03 4.23 -3.51  -0.344
C 5.73 3.05 -3.04  -0.143
C 5.18 5.28 -2.51  -0.151
N 4.10 4.18 -5.78  -0.316
C 3.16 4.25 -6.89  -0.128
C 5.47 3.97 -6.19  -0.110
H 3.67 1.28 -5.87  0.079
H 2.95 0.44 -4.50  0.081
H 4.49 1.18 -4.30  0.053
H 1.18 2.60 -5.65  0.068
H 0.82 3.10 -3.99  0.064
H 1.03 1.41 -4.35  0.074
H 5.14 2.47 -2.32  0.085
H 6.67 3.33 -2.56  0.083
H 6.04 2.41 -3.87  0.056
H 4.79 4.98 -1.53  0.075
H 4.66 6.19 -2.81  0.073
H 6.24 5.54 -2.38  0.080
H 2.95 3.26 -7.30  0.080
H 3.53 4.89 -7.69  0.082
H 2.21 4.69 -6.56  0.076
H 5.74 2.91 -6.19  0.080
H 6.18 4.52 -5.58  0.082
H 5.63 4.34 -7.21  0.083

The spin multiplicity is 1. The charge is +1. The total energy comes out at -164759.7543 eV. The value obtained for the highest occupied orbital energy is -9.4155 eV.